DFT (ωB97M-V/def2-TZVPD) results for 9 unconnected molecules or ions with the total composition C28H79N5O13.

molar mass	693.96	g/mol
energy relative to the best compared isomer or geometry (same formula, charge and spin)	728.6	kJ/mol
frontier orbital gap	8.945	eV
energy	-64373.8855	eV
LUMO	0.0105	Ha
highest occupied orbital energy	-8.658	eV
total charge	0
2S+1	1
SMILES	COC[C@H](C)N.COC[C@H](C)N.COC[C@H](C)N.COC[C@H](C)N.COC[C@H](C)N.OCCO.OCCO.OCCO.OCCO

Bonds (Å) are listed after each position.
Positions of all 125 atoms, in Å:
1 O -2.69135 -29.44427 16.02618  C28 1.397, H81 0.973
2 O 0.14945 -28.70771 21.08253  C33 1.431, C46 1.455
3 O -4.66740 -21.58582 26.23055  C29 1.267, H118 0.978
4 O -6.21968 -26.38057 23.21541  C22 1.415, C32 1.436
5 O -1.40127 -22.43729 24.95384  C45 1.229, H122 0.959
6 O 1.13795 -25.83648 26.41584  C43 1.383, H113 0.979
7 O -4.11790 -26.44801 18.97101  C21 1.409, C39 1.416
8 O 0.71728 -27.10459 23.37828  C19 1.230, H100 0.991
9 O -1.42803 -21.21427 22.51891  C34 1.379, H117 0.928
10 O -3.48072 -29.38300 22.06718  C26 1.444, C44 1.357
11 O -1.44612 -29.69313 19.28533  C25 1.228, H48 0.951
12 O -3.46773 -24.73159 27.15337  C42 1.397, H58 0.969
13 O -8.96843 -25.88777 25.12193  C20 1.434, C37 1.401
14 N -11.41144 -23.51573 23.71268  C30 1.462, H59 1.022, H66 1.051
15 N -1.93597 -27.81497 23.32847  C24 1.429, H70 1.055, H99 1.036
16 N 2.86483 -26.51081 19.98246  C31 1.455, H51 1.021, H95 0.991
17 N -3.10878 -24.17763 20.09469  C27 1.484, H55 1.035, H125 0.978
18 N -5.13795 -23.32688 21.68654  C41 1.404, H68 1.007, H121 1.011
19 C 1.20620 -26.93889 24.49448  O8 1.230, C43 1.452, H77 1.087, H105 1.081
20 C -9.43157 -24.62374 24.62719  O13 1.434, C30 1.520, H112 1.105, H120 1.103
21 C -3.46784 -26.53798 20.21802  O7 1.409, C27 1.489, H78 1.107, H110 1.101
22 C -7.11377 -27.44987 22.96956  O4 1.415, H49 1.073, H57 1.099, H98 1.084
23 C -10.69665 -25.64247 22.80356  C30 1.510, H50 1.094, H102 1.113, H111 1.111
24 C -3.08895 -28.21795 24.07102  N15 1.429, C26 1.515, C36 1.525, H109 1.073
25 C -1.64140 -29.21296 18.17241  O11 1.228, C28 1.545, H87 1.102, H94 1.084
26 C -4.14813 -28.54915 23.03963  O10 1.444, C24 1.515, H56 1.129, H90 1.128
27 C -2.41534 -25.48465 20.20551  N17 1.484, C21 1.489, C40 1.517, H64 1.109
28 C -2.61863 -30.02587 17.29437  O1 1.397, C25 1.545, H60 1.070, H116 1.116
29 C -4.11028 -22.48261 26.93072  O3 1.267, C42 1.518, H80 1.151, H124 1.162
30 C -10.82848 -24.81147 24.05776  N14 1.462, C20 1.520, C23 1.510, H84 1.112
31 C 1.48366 -26.91759 20.19244  N16 1.455, C35 1.556, C46 1.509, H79 1.119
32 C -6.41162 -25.24233 22.36184  O4 1.436, C41 1.524, H47 1.066, H74 1.072
33 C 0.07282 -29.96554 21.76012  O2 1.431, H75 1.074, H104 1.088, H119 1.097
34 C -2.28125 -22.18309 23.00406  O9 1.379, C45 1.512, H65 1.078, H106 1.072
35 C 0.65474 -26.94961 18.87636  C31 1.556, H82 1.089, H107 1.074, H114 1.088
36 C -3.48233 -27.01010 24.91512  C24 1.525, H86 1.106, H103 1.101, H108 1.058
37 C -7.80187 -25.77858 25.88995  O13 1.401, H71 1.106, H72 1.050, H115 1.127
38 C -6.09399 -23.15588 23.79642  C41 1.493, H53 1.056, H73 1.069, H101 1.099
39 C -5.08800 -27.46968 18.83226  O7 1.416, H67 1.101, H91 1.097, H97 1.074
40 C -1.50000 -25.51441 21.41454  C27 1.517, H54 1.064, H69 1.079, H123 1.117
41 C -5.50470 -24.09873 22.80045  N18 1.404, C32 1.524, C38 1.493, H88 1.067
42 C -4.32947 -23.90000 26.43379  O12 1.397, C29 1.518, H52 1.072, H92 1.054
43 C 0.52218 -25.85603 25.17800  O6 1.383, C19 1.452, H63 1.140, H96 1.105
44 C -4.31835 -29.95740 21.16734  O10 1.357, H61 1.061, H83 1.109, H89 1.147
45 C -1.56533 -23.12385 23.94745  O5 1.229, C34 1.512, H62 1.112, H76 1.111
46 C 1.51599 -28.30084 20.79421  O2 1.455, C31 1.509, H85 1.122, H93 1.067
47 H -6.14163 -25.65064 21.41485  C32 1.066
48 H -0.73407 -29.25360 19.73737  O11 0.951
49 H -6.90683 -27.69061 21.94486  C22 1.073
50 H -10.07869 -25.17303 22.03230  C23 1.094
51 H 2.97615 -25.57516 20.37475  N16 1.021
52 H -4.08657 -23.83584 25.39114  C42 1.072
53 H -6.90252 -22.59468 23.41283  C38 1.056
54 H -0.63127 -24.90018 21.44350  C40 1.064
55 H -3.88358 -24.21446 19.40999  N17 1.035
56 H -4.96452 -29.12683 23.56429  C26 1.129
57 H -6.99670 -28.33191 23.61474  C22 1.099
58 H -2.56448 -24.41523 26.99989  O12 0.969
59 H -11.57349 -22.85017 24.47140  N14 1.022
60 H -3.58558 -29.90890 17.73796  C28 1.070
61 H -3.75574 -30.41369 20.39225  C44 1.061
62 H -0.60920 -23.57263 23.59936  C45 1.112
63 H 0.72658 -24.91909 24.56174  C43 1.140
64 H -1.81301 -25.57133 19.27840  C27 1.109
65 H -3.20043 -21.75128 23.36656  C34 1.078
66 H -10.71363 -23.05740 23.07419  N14 1.051
67 H -5.85013 -27.46874 19.62632  C39 1.101
68 H -4.93920 -22.36457 21.90509  N18 1.007
69 H -1.12483 -26.52465 21.36647  C40 1.079
70 H -1.99195 -28.52048 22.54567  N15 1.055
71 H -7.93734 -25.04141 26.70284  C37 1.106
72 H -6.93703 -25.47870 25.37526  C37 1.050
73 H -6.53064 -23.67105 24.62460  C38 1.069
74 H -7.44571 -24.97355 22.27610  C32 1.072
75 H -0.93931 -30.10928 22.09092  C33 1.074
76 H -2.22544 -23.99498 24.14578  C45 1.111
77 H 1.14883 -27.87248 25.04795  C19 1.087
78 H -4.18575 -26.30834 21.02886  C21 1.107
79 H 0.97800 -26.25365 20.93769  C31 1.119
80 H -2.99783 -22.18619 26.91293  C29 1.151
81 H -2.88146 -28.49067 16.07067  O1 0.973
82 H 1.10377 -27.58295 18.11303  C35 1.089
83 H -4.80805 -30.85237 21.60168  C44 1.109
84 H -11.62767 -25.30398 24.65435  C30 1.112
85 H 2.19869 -28.21816 21.68114  C46 1.122
86 H -4.51649 -26.95617 25.30238  C36 1.106
87 H -0.70639 -29.10730 17.59800  C25 1.102
88 H -4.61528 -24.50652 23.22562  C41 1.067
89 H -5.18585 -29.30059 20.80417  C44 1.147
90 H -4.50939 -27.60834 22.53240  C26 1.128
91 H -5.61605 -27.31093 17.88374  C39 1.097
92 H -5.33492 -24.14867 26.62823  C42 1.054
93 H 1.94255 -28.95749 20.06890  C46 1.067
94 H -2.09638 -28.24420 18.34567  C25 1.084
95 H 3.31664 -27.10411 20.63497  N16 0.991
96 H -0.54545 -26.12108 25.28296  C43 1.105
97 H -4.58141 -28.40280 18.66858  C39 1.074
98 H -8.13413 -27.09089 23.03975  C22 1.084
99 H -2.17679 -26.98637 22.75474  N15 1.036
100 H -0.24990 -27.30845 23.45421  O8 0.991
101 H -5.48266 -22.28738 24.08073  C38 1.099
102 H -10.21004 -26.55516 23.21338  C23 1.113
103 H -2.86165 -26.98781 25.82481  C36 1.101
104 H 0.73980 -29.87439 22.61481  C33 1.088
105 H 2.27628 -26.81970 24.39457  C19 1.081
106 H -2.52546 -22.76141 22.13531  C34 1.072
107 H -0.30698 -27.30525 19.19505  C35 1.074
108 H -3.38459 -26.13036 24.33513  C36 1.058
109 H -2.82731 -29.09129 24.63770  C24 1.073
110 H -3.05931 -27.54211 20.40909  C21 1.101
111 H -11.64622 -26.07835 22.42670  C23 1.111
112 H -8.67675 -24.14690 23.97687  C20 1.105
113 H 0.64683 -25.16652 26.93314  O6 0.979
114 H 0.37953 -25.95839 18.52219  C35 1.088
115 H -7.62343 -26.78670 26.36124  C37 1.127
116 H -2.29213 -31.09130 17.35455  C28 1.116
117 H -1.48339 -21.24676 21.59302  O9 0.928
118 H -4.72728 -20.76235 26.75514  O3 0.978
119 H 0.32588 -30.81852 21.11874  C33 1.097
120 H -9.43244 -23.89893 25.45882  C20 1.103
121 H -4.38812 -23.69342 21.11554  N18 1.011
122 H -0.96882 -21.62643 24.68079  O5 0.959
123 H -1.97561 -25.41364 22.42052  C40 1.117
124 H -4.42942 -22.42255 28.04646  C29 1.162
125 H -2.48562 -23.51075 19.74417  N17 0.978

Results of the Mulliken charge analysis, in e, for atoms 1 through 99: atom 1 (O): -0.603, atom 2 (O): 0.225, atom 3 (O): -0.358, atom 4 (O): 0.252, atom 5 (O): -0.387, atom 6 (O): -0.594, atom 7 (O): -0.661, atom 8 (O): 0.083, atom 9 (O): -0.595, atom 10 (O): -0.471, atom 11 (O): -0.465, atom 12 (O): -0.631, atom 13 (O): -0.395, atom 14 (N): -0.737, atom 15 (N): 0.197, atom 16 (N): -0.811, atom 17 (N): -0.498, atom 18 (N): -0.662, atom 19 (C): -0.796, atom 20 (C): 0.158, atom 21 (C): 1.633, atom 22 (C): -0.554, atom 23 (C): -1.023, atom 24 (C): -0.267, atom 25 (C): 0.779, atom 26 (C): 0.549, atom 27 (C): 0.186, atom 28 (C): -0.668, atom 29 (C): -0.693, atom 30 (C): 0.117, atom 31 (C): 2.151, atom 32 (C): -1.205, atom 33 (C): -1.031, atom 34 (C): 0.848, atom 35 (C): -0.637, atom 36 (C): -1.368, atom 37 (C): -0.006, atom 38 (C): -2.080, atom 39 (C): -0.358, atom 40 (C): -0.626, atom 41 (C): 3.637, atom 42 (C): 0.422, atom 43 (C): 0.584, atom 44 (C): -0.665, atom 45 (C): 0.841, atom 46 (C): -1.709, atom 47 (H): 0.319, atom 48 (H): 0.505, atom 49 (H): 0.267, atom 50 (H): 0.177, atom 51 (H): 0.342, atom 52 (H): -0.406, atom 53 (H): 0.534, atom 54 (H): 1.374, atom 55 (H): 0.276, atom 56 (H): 0.695, atom 57 (H): 0.170, atom 58 (H): 0.399, atom 59 (H): 0.268, atom 60 (H): 0.302, atom 61 (H): 0.267, atom 62 (H): -0.297, atom 63 (H): -0.050, atom 64 (H): 0.026, atom 65 (H): 0.365, atom 66 (H): 0.269, atom 67 (H): 0.084, atom 68 (H): 0.370, atom 69 (H): 0.305, atom 70 (H): -0.250, atom 71 (H): 0.448, atom 72 (H): -0.621, atom 73 (H): 0.372, atom 74 (H): 0.391, atom 75 (H): 0.263, atom 76 (H): -0.745, atom 77 (H): 0.438, atom 78 (H): -0.975, atom 79 (H): -0.764, atom 80 (H): 0.155, atom 81 (H): 0.321, atom 82 (H): 0.343, atom 83 (H): 0.333, atom 84 (H): 0.332, atom 85 (H): 0.528, atom 86 (H): 0.379, atom 87 (H): 0.132, atom 88 (H): -1.909, atom 89 (H): 0.076, atom 90 (H): -0.591, atom 91 (H): 0.339, atom 92 (H): 0.500, atom 93 (H): 0.485, atom 94 (H): -0.218, atom 95 (H): 0.351, atom 96 (H): -0.128, atom 97 (H): -0.071, atom 98 (H): -0.195, atom 99 (H): -1.681